Density functional theory data (ωB97M-V with the def2-TZVPD basis set) for a 2-piece molecular cluster, CHNO4S overall.

* total charge: -2
* frontier orbital gap: 3.23 eV
* HOMO level: 1.31 eV
* LUMO energy: 4.547 eV
* ΔE to the lowest compared entry with this formula, charge and spin: 23.88 kcal/mol
* largest force on an atom: 3.53 eV/A
* total energy: -792.559511 hartree

```
8
Properties=species:S:1:pos:R:3:lowdin_charge:R:1
O -3.05590 -2.52872 -0.77299 -0.3373
H 18.47281 5.02811 -2.52451 -1.0000
N -1.00514 1.60193 0.82430 0.0908
O -2.93800 -2.06006 1.60702 -0.2966
O -4.50588 -0.80094 0.18943 -0.3306
S -3.29932 -1.59345 0.32602 0.4774
O -2.06394 -0.32439 -0.13297 -0.1289
C -1.60462 0.67752 0.48370 -0.4748
```